77
Properties=species:S:1:pos:R:3:forces:R:3 method="wB97M-V/def2-TZVPD" multiplicity=1 gap_ev=8.0 energy_ev=-120929.3390 mol_weight_g_mol=504.9 e_lumo_ha=0.08921 total_charge=-1
Cl -1.865 0.045 4.212 0.0 -0.3 -0.5
Al -2.126 -1.264 2.380 -0.3 0.0 0.3
Br -0.183 -1.005 0.961 0.0 0.0 0.2
H -3.424 -0.763 1.603 0.1 0.2 -0.1
H -2.344 -2.787 2.838 0.3 0.1 0.0
C 4.598 -0.434 1.492 0.1 -0.1 -0.1
C 4.136 1.014 1.436 -0.3 -0.3 0.2
C 3.431 1.424 2.720 0.0 0.1 0.0
O 3.266 1.209 0.323 0.4 0.2 -0.1
H 3.742 -1.103 1.614 0.0 0.1 0.1
H 5.098 -0.710 0.563 0.1 0.1 0.0
H 5.288 -0.598 2.322 0.0 0.0 0.0
H 4.998 1.662 1.270 0.0 0.0 -0.1
H 2.538 0.814 2.880 0.0 -0.1 0.0
H 3.103 2.464 2.662 0.0 0.0 0.0
H 4.087 1.312 3.586 0.0 0.0 0.0
H 2.502 0.641 0.456 -0.3 -0.1 0.0
C 5.571 1.685 -2.059 0.1 0.1 0.1
C 7.081 1.567 -1.918 -0.3 -0.3 -0.3
C 7.753 1.316 -3.261 0.2 0.0 0.0
O 7.411 0.521 -1.004 0.2 0.3 0.2
H 5.147 0.757 -2.453 0.0 0.0 -0.1
H 5.105 1.860 -1.093 -0.1 0.0 0.0
H 5.300 2.502 -2.731 0.0 0.0 0.0
H 7.479 2.486 -1.482 0.1 -0.1 0.1
H 7.402 0.376 -3.695 -0.1 0.0 0.0
H 8.835 1.233 -3.140 0.0 0.0 0.0
H 7.541 2.121 -3.966 0.0 0.0 0.0
H 7.066 -0.299 -1.364 -0.1 -0.1 0.0
C -2.007 -5.040 -2.669 -0.1 -0.1 0.0
C -2.268 -3.591 -2.280 0.5 0.0 0.0
C -1.481 -2.630 -3.160 0.0 0.1 0.0
O -1.937 -3.385 -0.912 -0.5 -0.1 -0.1
H -0.948 -5.287 -2.545 0.0 0.1 -0.1
H -2.574 -5.715 -2.027 0.0 0.0 0.0
H -2.287 -5.229 -3.708 0.0 0.0 0.0
H -3.331 -3.379 -2.368 0.0 0.0 0.1
H -0.405 -2.799 -3.051 0.0 -0.1 0.0
H -1.676 -1.599 -2.864 0.0 0.0 0.0
H -1.745 -2.750 -4.214 0.0 0.0 0.0
H -0.999 -3.555 -0.795 0.2 0.2 0.1
C 5.069 4.454 0.612 0.1 -0.1 0.0
C 5.187 5.255 1.898 -0.2 0.2 -0.4
C 3.901 6.006 2.204 0.0 0.0 0.2
O 6.282 6.172 1.812 0.2 -0.2 0.3
H 4.882 5.115 -0.240 -0.1 0.0 0.0
H 5.999 3.920 0.407 0.0 0.0 0.1
H 4.256 3.729 0.671 0.0 0.0 -0.1
H 5.420 4.583 2.725 0.1 0.1 0.0
H 3.674 6.719 1.406 0.0 -0.1 -0.1
H 4.001 6.576 3.129 0.0 0.0 0.0
H 3.058 5.322 2.305 0.0 0.0 0.0
H 6.099 6.774 1.089 -0.1 0.1 -0.2
C -6.101 1.670 3.007 0.1 -0.1 0.1
C -6.223 1.226 1.559 -0.3 0.2 0.2
C -6.985 2.243 0.721 0.0 0.0 -0.2
O -6.879 -0.041 1.489 0.3 -0.1 -0.2
H -7.091 1.775 3.464 0.0 0.1 -0.1
H -5.553 0.928 3.588 0.1 0.0 -0.1
H -5.580 2.625 3.086 0.0 0.0 0.0
H -5.226 1.082 1.141 0.0 -0.2 0.0
H -8.005 2.368 1.100 0.0 0.0 0.1
H -7.064 1.906 -0.313 0.1 0.0 0.0
H -6.491 3.216 0.734 0.0 0.0 0.0
H -7.757 0.068 1.859 -0.2 0.0 0.1
C -7.149 -5.576 -1.729 0.0 -0.1 -0.2
C -5.831 -4.890 -1.398 -0.4 0.3 0.3
C -5.882 -4.192 -0.047 0.2 0.0 0.0
O -5.498 -3.950 -2.419 0.1 -0.3 -0.2
H -7.960 -4.843 -1.781 0.0 0.0 0.1
H -7.093 -6.068 -2.701 0.0 0.0 0.0
H -7.407 -6.321 -0.974 0.0 0.0 0.0
H -5.028 -5.629 -1.394 0.1 0.1 -0.1
H -6.650 -3.413 -0.045 -0.1 0.0 0.0
H -4.930 -3.707 0.170 0.0 0.0 0.0
H -6.104 -4.898 0.755 0.0 0.0 0.0
H -6.187 -3.282 -2.441 -0.1 0.2 0.1